This record from the OMol25 dataset describes C14H41AsF6O6 as an isolated structure. The level of theory is the ωB97M-V functional and the def2-TZVPD basis.

XYZ file:
```
68
Properties=species:S:1:pos:R:3:mulliken_charge:R:1
O 8.64 5.65 1.91 0.8239
H 8.31 4.71 1.88 0.2586
H 9.59 5.70 1.60 0.3960
H 8.48 6.00 2.82 -0.4174
As 4.32 4.97 2.06 2.1755
F 2.60 5.15 1.89 -0.5022
F 4.60 6.68 1.72 -0.4855
F 6.09 4.81 2.20 -0.5654
F 4.11 3.28 2.46 -0.5004
F 4.50 4.57 0.37 -0.4893
F 4.22 5.35 3.75 -0.4735
C 10.88 5.15 4.60 -0.7809
C 9.65 4.62 5.32 -0.5181
O 8.59 4.36 4.41 -0.3072
H 10.75 6.11 4.10 0.0387
H 11.10 4.45 3.79 0.1304
H 11.75 5.19 5.25 0.4848
H 9.34 5.27 6.14 0.2658
H 9.95 3.68 5.80 0.4859
H 8.15 3.55 4.70 0.2322
C 12.86 7.44 1.41 -1.3845
C 11.84 6.84 0.44 0.7621
C 12.47 6.39 -0.85 -1.4980
O 11.17 5.76 1.11 -0.5219
H 13.64 6.69 1.59 0.3543
H 12.44 7.68 2.39 0.3080
H 13.27 8.39 1.06 0.3878
H 11.10 7.61 0.21 0.1654
H 13.26 5.66 -0.67 0.3817
H 13.00 7.19 -1.38 0.4226
H 11.73 6.11 -1.60 0.3204
H 11.81 5.05 1.25 0.2440
C 8.61 7.18 -1.57 -1.3047
C 7.37 7.63 -0.79 1.2514
C 7.77 8.70 0.22 -1.0756
O 6.41 8.22 -1.67 -0.6425
H 8.96 8.03 -2.16 0.4090
H 8.34 6.36 -2.24 0.4007
H 9.33 6.78 -0.86 -0.0089
H 6.93 6.74 -0.33 -0.2433
H 8.01 9.63 -0.31 0.4767
H 8.62 8.42 0.85 -0.0193
H 6.97 8.98 0.91 0.3550
H 5.70 8.55 -1.10 0.3590
C 6.46 1.59 1.09 -1.3688
C 7.73 2.04 1.79 1.0383
C 8.71 0.88 1.95 -1.3436
O 8.29 3.10 0.99 -0.5323
H 6.69 1.12 0.13 0.3776
H 5.84 2.45 0.82 0.2806
H 5.78 0.97 1.68 0.3674
H 7.49 2.48 2.76 -0.2258
H 9.08 0.64 0.94 0.2907
H 8.15 0.02 2.34 0.4147
H 9.52 0.92 2.68 0.3128
H 8.52 2.70 0.14 0.2729
C 7.52 9.38 5.09 -1.5121
C 7.85 7.93 4.72 0.8534
C 6.63 7.17 4.27 -1.1977
O 8.75 7.89 3.59 -0.4005
H 7.09 9.88 4.22 0.3111
H 8.45 9.89 5.36 0.4315
H 6.85 9.43 5.95 0.4043
H 8.34 7.40 5.54 -0.0850
H 5.82 7.28 5.00 0.5655
H 6.82 6.10 4.26 0.2891
H 6.23 7.56 3.34 0.0928
H 9.57 8.33 3.82 0.2119
```

Maximum force = 1.28 eV Å⁻¹
Frontier orbital gap = 9.655 eV
Energy above the lowest of the compared OMol25 structures with the same formula, charge and spin = 0.615 eV
Calculated total energy = -104614.2438 eV
Lowest unoccupied orbital energy = -0.16 eV
E_HOMO = -9.82 eV

---

This record from the OMol25 dataset describes C14H42AlO7S7 as an isolated structure. The level of theory is the ωB97M-V functional and the def2-TZVPD basis.

XYZ file:
```
71
Properties=species:S:1:pos:R:3:mulliken_charge:R:1
Al 0.18 0.27 0.08 1.5742
C -1.93 -3.93 1.93 -1.1868
S -2.33 -2.17 1.72 0.7422
O -1.66 -1.77 0.42 -0.4384
C -4.08 -2.38 1.47 -1.1930
H -2.00 -4.35 0.92 0.3755
H -2.71 -4.46 2.48 0.4430
H -0.98 -4.07 2.43 0.3370
H -4.54 -2.73 0.54 0.3927
H -4.44 -1.36 1.63 0.3077
H -4.54 -2.99 2.24 0.4618
C -0.30 -0.16 -4.78 -0.7929
S -0.42 -1.53 -3.64 0.2958
O 0.11 -1.03 -2.31 -0.3215
C 1.01 -2.45 -4.24 -0.7571
H 0.64 0.36 -4.61 0.2517
H -1.10 0.52 -4.48 0.2101
H -0.45 -0.45 -5.82 0.4799
H 1.15 -3.37 -3.67 0.3651
H 1.94 -1.88 -4.17 0.0314
H 0.99 -2.78 -5.28 0.4424
C 4.44 -0.19 -2.87 -0.9407
S 2.81 0.54 -2.70 0.5339
O 2.31 -0.04 -1.38 -0.3343
C 3.26 2.25 -2.42 -0.8822
H 5.04 0.30 -3.63 0.4710
H 4.29 -1.18 -3.30 0.3004
H 4.91 -0.23 -1.89 0.2103
H 2.40 2.93 -2.45 0.3402
H 3.93 2.66 -3.17 0.4343
H 3.69 2.34 -1.42 0.1547
C 4.65 -0.77 1.21 -1.0609
S 4.12 0.95 1.01 0.5892
O 2.64 1.16 1.20 -0.5057
C 4.93 1.68 2.45 -1.1978
H 5.72 -0.78 1.07 0.5093
H 4.11 -1.28 0.41 0.2295
H 4.38 -1.15 2.19 0.3607
H 4.21 1.78 3.26 0.3294
H 5.15 2.71 2.19 0.4030
H 5.84 1.11 2.65 0.4642
C -3.81 -0.04 -3.40 -1.0924
S -3.72 -0.34 -1.63 0.5688
O -2.35 0.21 -1.30 -0.4109
C -4.94 0.93 -1.16 -0.8601
H -4.77 -0.41 -3.79 0.4695
H -3.04 -0.64 -3.88 0.2441
H -3.76 1.00 -3.73 0.3446
H -4.65 1.33 -0.19 0.1036
H -5.95 0.52 -1.22 0.4667
H -4.86 1.79 -1.83 0.3485
C -2.67 3.77 0.13 -0.8588
S -2.92 2.51 1.37 0.4167
O -1.94 1.35 1.33 -0.4548
C -2.46 3.44 2.85 -1.0247
H -2.69 3.30 -0.85 0.1773
H -1.79 4.39 0.33 0.3997
H -3.51 4.47 0.06 0.4364
H -3.03 4.35 3.02 0.4416
H -1.42 3.72 2.68 0.3294
H -2.69 2.77 3.67 0.3549
C 2.33 -0.98 4.13 -0.9644
S 0.82 0.03 4.15 0.3104
O 0.28 0.30 2.76 -0.3033
C -0.26 -1.34 4.61 -0.6132
H 2.25 -1.82 3.44 0.3429
H 2.34 -1.42 5.13 0.4943
H 3.22 -0.37 4.05 0.2154
H -0.29 -1.97 3.72 -0.1196
H -1.26 -1.01 4.89 0.3594
H 0.20 -1.96 5.38 0.4490
```

Maximum force = 2.04 eV Å⁻¹
Frontier orbital gap = 4.242 eV
Energy above the lowest of the compared OMol25 structures with the same formula, charge and spin = 0.000 eV
Calculated total energy = -111942.4097 eV
Lowest unoccupied orbital energy = -12.28 eV
Net charge = +3
E_HOMO = -16.52 eV

---

This record from the OMol25 dataset describes C14H42BF4O7RbS7 as an isolated structure. The level of theory is the ωB97M-V functional and the def2-TZVPD basis.

XYZ file:
```
76
Properties=species:S:1:pos:R:3:mulliken_charge:R:1
Rb 11.30 0.45 6.11 1.2037
B 12.37 1.42 7.92 -2.9702
F 13.14 1.47 6.88 0.0889
F 13.06 1.88 8.97 0.1824
F 11.33 2.24 7.66 1.6888
F 11.92 0.11 8.18 1.4866
C 11.73 -3.15 8.16 -0.7633
S 13.34 -2.75 9.06 0.4993
O 14.31 -3.79 8.46 -0.6494
C 13.78 -1.16 8.15 -1.3492
H 11.75 -4.24 8.18 0.4922
H 11.83 -2.77 7.14 0.0784
H 10.92 -2.67 8.71 0.2639
H 13.14 -0.41 8.60 1.3557
H 13.66 -1.20 7.07 0.3692
H 14.84 -1.12 8.42 0.4614
C 8.69 2.00 7.13 -0.3693
S 9.15 3.75 6.54 0.1407
O 8.02 4.68 6.94 -0.6633
C 10.41 4.03 7.81 1.1346
H 9.47 1.24 7.04 -0.3372
H 7.74 1.63 6.76 0.5056
H 8.39 2.04 8.18 0.0283
H 10.00 3.62 8.73 -2.8350
H 10.59 5.10 7.92 1.2047
H 11.36 3.58 7.51 0.3036
C 11.09 6.53 10.62 -1.0870
S 10.41 4.86 10.19 0.6190
O 9.31 5.06 9.19 -0.6575
C 11.85 4.18 9.23 -0.2546
H 11.72 6.81 9.77 0.2728
H 11.71 6.48 11.51 0.3364
H 10.27 7.21 10.86 0.4468
H 12.66 4.08 9.95 1.1420
H 12.50 4.79 8.61 1.0405
H 11.81 3.28 8.62 0.4154
C 11.83 -0.06 12.89 -1.0796
S 11.60 -0.79 11.21 0.5925
O 10.08 -0.96 10.92 -0.7238
C 12.47 0.46 10.10 0.4407
H 11.51 -0.82 13.61 0.4755
H 11.15 0.78 13.02 0.3690
H 12.79 0.40 13.11 0.3420
H 12.14 1.46 10.38 -1.1285
H 12.18 0.28 9.06 -2.8787
H 13.55 0.52 10.02 0.5609
C 14.49 3.00 9.55 0.1106
S 15.79 2.88 10.87 0.2919
O 17.28 2.67 10.42 -0.6563
C 15.22 1.27 11.71 -0.2453
H 14.58 3.90 8.94 0.5188
H 13.53 3.03 10.06 -0.7996
H 14.44 2.16 8.85 0.4128
H 15.60 0.37 11.22 0.2871
H 14.14 1.27 11.80 -0.4318
H 15.82 1.10 12.60 0.5450
C 13.41 3.52 7.59 -0.4566
S 12.64 4.89 6.60 0.6619
O 12.46 6.03 7.54 -0.7610
C 13.96 5.28 5.33 -1.1182
H 14.49 3.65 7.65 1.0739
H 13.33 2.63 6.98 0.9716
H 12.90 3.31 8.53 -3.2479
H 14.66 5.86 5.93 0.3875
H 13.63 5.84 4.46 0.3835
H 14.49 4.41 4.93 0.3332
C 9.69 0.91 9.27 -0.2142
S 9.10 2.05 10.53 0.0055
O 8.41 3.23 9.75 -0.4813
C 10.64 2.63 11.39 2.3648
H 8.89 0.67 8.57 1.1423
H 10.08 -0.02 9.70 -0.1235
H 10.48 1.43 8.72 0.2484
H 11.43 3.03 10.75 -1.0201
H 11.02 1.71 11.84 -1.7265
H 10.23 3.33 12.13 0.7486
```

Maximum force = 16.49 eV Å⁻¹
Frontier orbital gap = 6.423 eV
Energy above the lowest of the compared OMol25 structures with the same formula, charge and spin = 42.915 eV
Calculated total energy = -117539.1719 eV
Lowest unoccupied orbital energy = -1.28 eV
E_HOMO = -7.70 eV

---

This record from the OMol25 dataset describes a 7-piece molecular cluster, C14H42O14 overall. The level of theory is the ωB97M-V functional and the def2-TZVPD basis.

XYZ file:
```
70
Properties=species:S:1:pos:R:3:mulliken_charge:R:1
O -0.36 0.72 -0.18 -0.3334
C 1.00 0.95 0.29 -0.3424
C 1.77 -0.31 0.26 -0.4504
O 1.86 -0.78 -1.10 -0.4731
H -0.85 1.53 0.05 0.1502
H 1.49 1.65 -0.41 0.2701
H 1.02 1.43 1.27 0.3203
H 1.42 -1.10 0.91 0.3616
H 2.79 -0.03 0.56 0.3219
H 2.06 -1.74 -1.07 0.1781
O 2.34 -3.69 -0.96 -0.5629
C 2.00 -4.25 -2.27 -0.2035
C 3.11 -4.22 -3.28 -0.5095
O 3.23 -2.99 -3.96 -0.4814
H 3.12 -4.17 -0.65 0.2873
H 1.76 -5.32 -2.10 0.3767
H 1.08 -3.79 -2.63 0.2631
H 2.89 -5.02 -4.00 0.3090
H 4.05 -4.39 -2.77 0.3011
H 2.38 -2.76 -4.36 0.3059
O -0.59 -3.77 -0.50 -0.5170
C -1.68 -3.71 -1.42 -0.3557
C -1.92 -2.36 -2.00 -0.2156
O -0.87 -1.99 -2.85 -0.5167
H 0.22 -3.48 -0.96 0.1563
H -1.50 -4.41 -2.25 0.2367
H -2.55 -4.01 -0.84 0.3994
H -2.04 -1.59 -1.23 0.0775
H -2.86 -2.42 -2.57 0.3814
H -0.19 -1.57 -2.30 0.2763
O 1.04 -1.83 6.07 -0.5408
C 1.03 -2.58 4.87 -0.4762
C -0.29 -2.54 4.18 -0.2346
O -0.57 -1.21 3.85 -0.4120
H 0.65 -0.96 5.90 0.3283
H 1.79 -2.23 4.16 0.2325
H 1.27 -3.61 5.14 0.3612
H -1.09 -2.96 4.79 0.2878
H -0.22 -3.16 3.27 0.2627
H -1.29 -1.19 3.21 0.1881
O -0.14 3.57 -4.69 -0.5659
C 0.78 3.12 -3.72 -0.3746
C 0.89 1.62 -3.68 0.2497
O 2.16 1.26 -3.14 -0.5909
H -0.98 3.77 -4.27 0.3231
H 1.76 3.56 -3.94 0.3196
H 0.57 3.46 -2.68 0.0631
H 0.76 1.20 -4.69 0.3178
H 0.06 1.20 -3.10 -0.0482
H 2.02 0.63 -2.41 0.3187
O 0.06 1.55 3.82 -0.4360
C -0.89 2.08 4.73 -0.2307
C -1.60 3.22 4.10 -0.5258
O -2.61 2.73 3.17 -0.5992
H 0.10 0.60 3.98 0.3097
H -1.62 1.29 4.98 0.2786
H -0.42 2.39 5.68 0.3045
H -0.88 3.87 3.60 0.2167
H -2.12 3.79 4.87 0.3438
H -2.22 2.77 2.28 0.2841
O -1.77 5.51 -1.27 -0.5213
C -2.81 4.60 -0.96 -0.5964
C -2.15 3.28 -0.60 0.0299
O -1.23 3.41 0.47 -0.3997
H -2.13 6.40 -1.26 0.2864
H -3.39 4.98 -0.11 0.3727
H -3.51 4.42 -1.80 0.3440
H -1.65 2.89 -1.50 -0.0821
H -2.93 2.59 -0.27 0.3558
H -0.62 4.14 0.31 0.2445
```

Maximum force = 1.66 eV Å⁻¹
Frontier orbital gap = 9.875 eV
Energy above the lowest of the compared OMol25 structures with the same formula, charge and spin = 0.174 eV
Calculated total energy = -43860.9218 eV
SMILES = OCCO.OCCO.OCCO.OCCO.OCCO.OCCO.OCCO
Lowest unoccupied orbital energy = 0.39 eV
E_HOMO = -9.49 eV

---

This record from the OMol25 dataset describes a 6-piece molecular cluster, C14H43N7O6 overall. The level of theory is the ωB97M-V functional and the def2-TZVPD basis.

XYZ file:
```
70
Properties=species:S:1:pos:R:3:mulliken_charge:R:1
C -2.66 -8.93 4.63 -0.6339
O -1.50 -9.17 5.48 -0.3633
C -1.33 -10.61 5.70 -0.1433
C -0.25 -10.87 6.79 0.5349
C 1.04 -10.17 6.46 -1.4816
N -0.24 -12.34 6.87 -0.5766
H -3.44 -9.49 5.05 0.2279
H -2.47 -9.19 3.59 0.2733
H -2.93 -7.85 4.75 0.2527
H -2.28 -11.05 5.99 -0.0962
H -0.96 -10.99 4.71 0.3936
H -0.66 -10.44 7.70 0.0653
H 1.79 -10.35 7.22 0.4541
H 0.79 -9.04 6.52 0.2627
H 1.33 -10.40 5.42 0.3454
H 0.13 -12.72 7.77 0.2396
H 0.43 -12.67 6.23 0.2455
C -0.99 -10.79 15.90 -0.7459
O -0.99 -12.09 15.39 -0.3213
C -0.48 -12.25 14.08 -0.7737
C -1.27 -13.38 13.35 0.6057
C -1.21 -14.73 14.03 -1.4249
N -0.97 -13.38 11.93 -0.3503
H 0.00 -10.28 16.00 0.2728
H -1.39 -10.88 16.91 0.2608
H -1.74 -10.16 15.37 0.3097
H -0.69 -11.38 13.51 0.4417
H 0.62 -12.29 14.04 0.3383
H -2.35 -13.06 13.44 0.1075
H -0.17 -15.06 14.07 0.3386
H -1.74 -15.45 13.34 0.2738
H -1.60 -14.64 15.06 0.3572
H 0.01 -13.57 11.82 0.2377
H -1.11 -12.48 11.52 0.1787
C -5.83 -18.75 10.28 -0.8155
O -5.82 -17.47 9.81 -0.2248
C -6.96 -16.78 10.28 -0.7044
C -7.20 -15.44 9.58 0.0697
C -7.34 -15.59 8.10 -1.2176
N -6.05 -14.55 9.92 -0.3443
H -4.97 -19.24 9.90 0.2645
H -6.70 -19.34 10.03 0.3396
H -5.82 -18.75 11.42 0.2970
H -7.91 -17.39 10.17 0.3769
H -6.82 -16.58 11.39 0.3808
H -8.11 -14.90 9.99 0.2782
H -6.35 -15.68 7.63 0.2160
H -7.86 -14.68 7.68 0.2937
H -7.96 -16.44 7.87 0.4225
H -5.15 -14.77 9.41 0.1567
H -5.95 -14.52 10.93 0.1769
N -5.09 -13.01 5.42 -0.5874
C -4.79 -12.86 6.79 0.7654
N -3.91 -13.83 7.18 -0.1667
O -5.23 -11.99 7.46 -0.8191
H -5.17 -13.89 4.99 0.1930
H -5.76 -12.29 5.15 0.2599
H -3.45 -13.69 8.07 -0.0737
H -3.39 -14.42 6.55 0.2487
N -3.51 -10.42 8.85 -0.2957
C -3.13 -11.30 9.78 0.4773
N -4.00 -12.31 10.12 -0.2073
O -2.06 -11.21 10.38 -0.8136
H -4.38 -10.59 8.37 0.3262
H -2.80 -9.70 8.58 0.2197
H -3.67 -12.83 10.88 0.1672
H -4.82 -12.60 9.56 0.2078
O -2.52 -15.19 10.08 -0.5673
H -2.10 -15.92 10.49 0.2562
H -2.09 -14.44 10.50 0.3371
```

Maximum force = 4.36 eV Å⁻¹
Frontier orbital gap = 9.567 eV
Energy above the lowest of the compared OMol25 structures with the same formula, charge and spin = 0.000 eV
Calculated total energy = -37931.2544 eV
SMILES = COC[C@H](C)N.COC[C@H](C)N.COC[C@H](C)N.NC(N)=O.NC(N)=O.O
Lowest unoccupied orbital energy = 0.69 eV
E_HOMO = -8.88 eV

---

This record from the OMol25 dataset describes a 11-piece molecular cluster, C14H44N10O22P3S overall. The level of theory is the ωB97M-V functional and the def2-TZVPD basis.

XYZ file:
```
94
Properties=species:S:1:pos:R:3:mulliken_charge:R:1
C 5.92 -5.30 -0.79 -1.4301
C 5.94 -3.77 -0.61 -0.3161
P 4.25 -3.12 -0.30 -0.0736
C 4.19 -1.28 -0.37 0.4066
C 5.53 -0.62 -0.71 -1.5758
P 2.89 -3.97 -1.76 -0.0878
P 0.86 -3.96 -0.85 0.4503
O -0.12 -3.07 -1.77 -0.2301
O 0.97 -3.21 0.54 -0.2096
S 0.28 -5.77 -0.71 -0.2723
H 6.89 -5.69 -0.51 0.3699
H 5.19 -5.76 -0.13 0.4074
H 5.74 -5.58 -1.83 0.3668
H 6.50 -3.53 0.30 0.4072
H 6.45 -3.27 -1.44 0.3828
H 3.89 -0.96 0.64 0.4309
H 3.43 -0.89 -1.05 -0.0942
H 5.96 -0.98 -1.65 0.3610
H 6.24 -0.70 0.11 0.3938
H 5.33 0.45 -0.85 0.3956
H 2.84 -3.41 -3.06 0.1604
H 3.17 -5.33 -1.89 0.2265
H 0.05 -3.33 -2.69 0.3311
H 1.85 -2.87 0.76 0.2265
C 0.64 -3.02 4.21 -0.6579
N 2.02 -2.48 4.06 0.9396
O 2.58 -2.62 2.98 -0.5970
O 2.51 -1.93 5.02 -0.5106
H 0.35 -3.48 3.28 0.2391
H 0.66 -3.75 5.02 0.2710
H -0.01 -2.20 4.47 0.2831
C 0.08 0.32 -1.04 -0.7323
N 1.47 0.85 -0.95 1.0455
O 2.18 0.73 -1.92 -0.6172
O 1.80 1.35 0.10 -0.5601
H -0.04 -0.09 -2.03 0.3581
H -0.03 -0.44 -0.28 0.2332
H -0.61 1.15 -0.87 0.1311
C -2.55 -1.38 -3.25 -0.1636
N -3.05 -0.39 -4.23 0.8797
O -3.38 -0.80 -5.32 -0.5447
O -3.09 0.77 -3.87 -0.4845
H -2.56 -2.36 -3.71 0.3545
H -1.54 -1.09 -2.98 -0.2287
H -3.19 -1.34 -2.38 0.3207
C -1.95 2.09 -6.99 -0.4977
N -0.75 1.25 -7.26 0.9008
O -0.70 0.63 -8.30 -0.5142
O 0.11 1.24 -6.40 -0.5398
H -2.64 2.00 -7.83 0.2867
H -2.40 1.69 -6.08 0.0776
H -1.62 3.11 -6.86 0.3036
C -3.94 3.18 -0.34 -0.6789
N -3.44 1.89 0.20 0.9500
O -3.30 0.97 -0.59 -0.5359
O -3.19 1.83 1.38 -0.5171
H -4.12 3.06 -1.40 0.2663
H -4.85 3.42 0.19 0.2361
H -3.17 3.93 -0.15 0.2784
C 0.27 3.26 2.96 -0.7096
N -0.27 4.27 2.01 0.9676
O -0.66 3.88 0.93 -0.5333
O -0.28 5.42 2.38 -0.5527
H 0.22 2.29 2.49 0.2339
H 1.29 3.55 3.18 0.3369
H -0.34 3.31 3.85 0.2471
C -0.89 -2.17 -9.53 -0.6815
N -0.08 -3.31 -10.01 0.8729
O 0.60 -3.15 -11.00 -0.5133
O -0.15 -4.34 -9.36 -0.5410
H -0.73 -1.32 -10.19 0.3118
H -1.93 -2.48 -9.54 0.2873
H -0.57 -1.94 -8.52 0.2630
C -6.53 5.70 3.40 -0.7312
N -5.83 5.13 2.22 0.8423
O -6.40 5.16 1.14 -0.5346
O -4.73 4.66 2.40 -0.4498
H -7.50 6.07 3.07 0.3093
H -6.64 4.91 4.13 0.2860
H -5.91 6.50 3.79 0.2867
C -0.13 -1.22 8.10 -0.5836
N -1.36 -1.31 7.27 0.8835
O -1.35 -2.06 6.30 -0.5539
O -2.30 -0.63 7.60 -0.5185
H 0.62 -1.88 7.68 0.2547
H 0.20 -0.20 8.09 0.2100
H -0.40 -1.51 9.11 0.2971
C -0.43 4.96 7.55 -0.7469
N 0.31 3.86 6.88 0.8643
O 0.88 4.11 5.84 -0.5083
O 0.30 2.77 7.41 -0.5112
H -0.33 5.86 6.96 0.3134
H -1.47 4.64 7.62 0.2969
H 0.00 5.08 8.54 0.3020
```

Maximum force = 2.41 eV Å⁻¹
Frontier orbital gap = 8.766 eV
Calculated total energy = -113845.9703 eV
Lowest unoccupied orbital energy = -3.50 eV
Net charge = +1
E_HOMO = -12.26 eV